Here is an isolated molecule of C24H29N5O4S from OMol25. Energies are from the ωB97M-V functional and the def2-TZVPD basis.

Computed properties:
Energy relative to the best compared isomer or geometry (same formula, charge and spin) in eV: 0.112
SMILES: CCOC(=O)N1CCN(C(=O)CSc2cc(C)nc3c(-c4ccccc4OC)c(C)nn23)CC1
Strongest force on any atom in hartree/bohr: 0.02786
E_tot in eV: -51835.33575
HOMO-LUMO gap in hartree: 0.3015
HOMO in Ha: -0.28696

Geometry as ORCA input:
```
! wB97M-V def2-TZVPD RIJCOSX def2/J DEFGRID3
* xyz 0 1
C -3.83981 -1.63497 0.05860
C -3.26671 -2.97779 -0.37109
O -1.89056 -2.87756 -0.73590
C -1.01778 -2.87107 0.29669
O -1.33799 -3.00285 1.45676
N 0.26505 -2.74159 -0.10194
C 0.68206 -2.51066 -1.46378
C 1.56108 -1.27127 -1.52361
N 2.71398 -1.40809 -0.64194
C 3.75118 -0.57887 -0.86971
O 3.77332 0.17050 -1.83089
C 4.86428 -0.52559 0.16178
S 4.19658 0.11977 1.75261
C 3.01058 1.24918 1.06890
C 3.31377 2.19419 0.13147
C 2.25959 2.90111 -0.50110
C 2.57406 3.89315 -1.56916
N 1.00503 2.68228 -0.21011
C 0.71994 1.79975 0.73945
C -0.48165 1.36512 1.29555
C -1.81966 1.74224 0.84612
C -2.75779 2.28372 1.71002
C -4.01879 2.63626 1.25910
C -4.34198 2.45196 -0.07078
C -3.41830 1.91115 -0.95178
C -2.15593 1.54638 -0.50480
O -1.19756 0.96395 -1.28479
C -1.42065 0.89005 -2.67004
C -0.11269 0.45059 2.29437
C -0.99524 -0.32785 3.19772
N 1.21333 0.29067 2.34349
N 1.71984 1.09712 1.42669
C 2.67124 -2.49119 0.31814
C 1.28338 -2.62417 0.93091
H -4.89539 -1.74625 0.28928
H -3.72607 -0.89828 -0.73233
H -3.32186 -1.27519 0.94384
H -3.36527 -3.70491 0.44141
H -3.76563 -3.35271 -1.26763
H -0.20461 -2.36201 -2.07848
H 1.22622 -3.38524 -1.84204
H 1.92305 -1.09586 -2.54109
H 0.97766 -0.39527 -1.21287
H 5.30133 -1.49624 0.38518
H 5.63898 0.14877 -0.20174
H 4.33254 2.36041 -0.17298
H 3.07344 3.38686 -2.39391
H 3.24224 4.66350 -1.18819
H 1.65574 4.34945 -1.92537
H -2.48575 2.44947 2.74220
H -4.73948 3.05953 1.94216
H -5.31992 2.72852 -0.43629
H -3.69913 1.77550 -1.98494
H -0.49027 0.52573 -3.10391
H -2.22897 0.19044 -2.91274
H -1.65038 1.87315 -3.09167
H -1.16526 -1.32431 2.78655
H -1.95566 0.16581 3.31309
H -0.51703 -0.44555 4.16674
H 3.36991 -2.30109 1.13152
H 2.95827 -3.42816 -0.17798
H 1.24595 -3.50994 1.57272
H 1.08014 -1.75177 1.56252
*
```


Here is an isolated molecule of C24H29NO3 from OMol25. Energies are from the ωB97M-V functional and the def2-TZVPD basis.

Computed properties:
Energy relative to the best compared isomer or geometry (same formula, charge and spin) in eV: 4.113
SMILES: C(#CCN1CCOCC1)COCCCOC(c1ccccc1)c1ccccc1
Strongest force on any atom in hartree/bohr: 0.01067
E_tot in eV: -32988.46124
HOMO-LUMO gap in hartree: 0.3548
HOMO in Ha: -0.32600

Geometry as ORCA input:
```
! wB97M-V def2-TZVPD RIJCOSX def2/J DEFGRID3
* xyz 0 1
C 3.67393 -0.79312 0.49904
C 2.76056 -1.21171 1.15606
C 1.63354 -1.81836 1.85121
N 1.00889 -2.91324 1.12550
C 1.87173 -4.07127 0.97313
C 1.05639 -5.20269 0.34529
O 0.52485 -4.82571 -0.90305
C -0.28473 -3.68126 -0.76914
C 0.49914 -2.51316 -0.17384
C 4.71993 -0.22406 -0.33724
O 4.35166 0.96063 -1.01622
C 3.16613 0.88145 -1.78052
C 1.98471 1.54645 -1.06822
C 0.67373 1.28748 -1.81699
O -0.35206 2.20704 -1.52661
C -0.81898 2.21152 -0.19043
C -1.84639 3.31486 -0.04320
C -2.08532 3.87707 1.20374
C -3.05384 4.85235 1.35675
C -3.79109 5.27677 0.26432
C -3.55410 4.72085 -0.98084
C -2.58979 3.74057 -1.13415
C -1.49940 0.91738 0.21310
C -2.29729 0.23569 -0.69665
C -2.95445 -0.92201 -0.32077
C -2.83257 -1.40186 0.97267
C -2.04494 -0.72327 1.88677
C -1.37737 0.42863 1.50697
H 0.86528 -1.05564 2.01843
H 1.96388 -2.20039 2.82271
H 2.22910 -4.38177 1.95764
H 2.74327 -3.84992 0.33268
H 1.68416 -6.07597 0.16032
H 0.23880 -5.47561 1.02976
H -0.64241 -3.43694 -1.77064
H -1.14295 -3.90260 -0.11714
H -0.16282 -1.65538 -0.04690
H 1.31682 -2.23766 -0.86333
H 5.03489 -0.99417 -1.06418
H 5.58275 0.05387 0.27672
H 2.92146 -0.16445 -2.00638
H 3.36616 1.40092 -2.72436
H 2.16408 2.62170 -1.01363
H 1.92775 1.15278 -0.05185
H 0.83745 1.40656 -2.89228
H 0.33760 0.25699 -1.62715
H 0.01488 2.40914 0.50089
H -1.50990 3.55214 2.05885
H -3.23120 5.28470 2.33070
H -4.54566 6.04027 0.38389
H -4.12403 5.05082 -1.83717
H -2.39292 3.30991 -2.10263
H -2.39388 0.62090 -1.70068
H -3.56761 -1.44808 -1.03748
H -3.35090 -2.30153 1.26858
H -1.94574 -1.09475 2.89606
H -0.76116 0.95713 2.22191
*
```


Here is a structure of composition C24H30AgAsN4OS3 from OMol25. Energies are from the ωB97M-V functional and the def2-TZVPD basis.

Computed properties:
Energy relative to the best compared isomer or geometry (same formula, charge and spin) in eV: 0.000
Strongest force on any atom in hartree/bohr: 0.02111
E_tot in eV: -130724.49727
HOMO-LUMO gap in hartree: 0.2440
HOMO in Ha: -0.24239

Geometry as ORCA input:
```
! wB97M-V def2-TZVPD RIJCOSX def2/J DEFGRID3
* xyz 0 1
Ag -0.53019 0.69750 -0.01213
S 1.64491 -0.52515 -0.24489
C 2.02490 -0.48574 1.47914
N 3.26474 -0.59748 1.83892
N 3.63199 -0.82055 3.12715
C 2.97802 -1.46964 4.19557
C 3.27820 -1.07955 5.49344
C 2.72667 -1.75783 6.57672
C 1.87965 -2.83568 6.37472
C 1.59449 -3.23532 5.06940
C 2.13510 -2.56481 3.98842
N 1.09930 -0.26065 2.53880
N -0.06599 -0.04067 2.24063
C -0.91758 0.30987 3.35119
C -2.12829 0.89585 3.01463
C -3.02310 1.26026 4.00955
C -2.71621 1.01907 5.34068
C -1.50558 0.41828 5.67462
C -0.60210 0.06540 4.68620
H 4.56844 -0.51421 3.30166
H 3.93526 -0.23065 5.65530
H 2.95832 -1.42824 7.58254
H 1.44236 -3.35798 7.21748
H 0.94324 -4.08426 4.89407
H 1.91036 -2.88509 2.97780
H -2.35274 1.07151 1.96974
H -3.96184 1.73057 3.74480
H -3.41996 1.29268 6.11689
H -1.26063 0.22570 6.71294
H 0.34043 -0.40425 4.93224
C 0.67937 1.59419 -5.71952
C 0.24660 2.17915 -4.39795
C -0.94704 2.88950 -4.28883
C -1.33549 3.44738 -3.07815
C -0.50889 3.30857 -1.97618
C 0.67602 2.59392 -2.05164
C 1.04531 2.03309 -3.26243
S -1.00757 3.97674 -0.40038
C -0.00704 5.45233 -0.45103
O -0.36920 3.11092 0.65459
H -0.17729 1.38504 -6.36241
H 1.24079 0.66960 -5.57729
H 1.32866 2.29331 -6.25423
H -1.58907 2.99466 -5.15679
H -2.28505 3.96757 -2.98987
H 1.29034 2.45510 -1.16962
H 1.96572 1.46016 -3.32098
H 1.03311 5.14545 -0.56728
H -0.15423 5.98056 0.49133
H -0.33670 6.06526 -1.29182
C -1.46829 -2.51198 -0.61318
As -2.07552 -1.21566 -1.89034
C -3.49220 -2.14983 -2.79975
C -0.69672 -0.99026 -3.20263
S -2.82989 0.60038 -1.12619
H -1.63090 -3.50620 -1.03088
H -2.04014 -2.38473 0.30068
H -0.41298 -2.33715 -0.41579
H -3.11511 -3.06220 -3.25972
H -3.92186 -1.49826 -3.55394
H -4.25195 -2.39396 -2.06369
H -0.46234 -1.95579 -3.65449
H 0.18289 -0.58620 -2.70766
H -1.05532 -0.29150 -3.95285
*
```